Entry 1:
Formula: C33H47N7O12
Source: OMol25
Level of theory: ωB97M-V with the def2-TZVPD basis set

Values from the calculation:
Energy above the lowest of the compared OMol25 structures with the same formula, charge and spin (kcal per mole): 22.33
Charge: 0
Strongest force on any atom (hartree/bohr): 0.302
Gap between HOMO and LUMO (eV): 4.5875

CARTESIAN COORDINATES (ANGSTROEM)
1 C 1.84 1.80 -2.48
2 C 1.05 1.93 -3.72
3 C -0.43 1.31 -3.79
4 C -1.41 2.08 -3.00
5 C -1.45 3.46 -3.65
6 C -0.13 4.24 -3.61
7 N 0.98 3.38 -4.09
8 O 2.03 3.88 -4.48
9 C 0.25 4.85 -2.25
10 C -0.33 5.34 -4.69
11 C 1.84 1.16 -4.85
12 H 2.73 2.31 -2.54
13 H 2.25 0.77 -2.32
14 H 1.47 2.09 -1.50
15 H -0.39 0.15 -3.14
16 H -0.80 0.89 -4.63
17 H -1.25 2.19 -2.01
18 H -2.42 1.73 -2.93
19 H -2.21 4.14 -3.12
20 H -2.18 3.29 -4.55
21 H 1.13 5.43 -2.28
22 H 0.66 4.25 -1.53
23 H -0.46 5.51 -1.78
24 H -1.23 5.92 -4.59
25 H -0.40 4.88 -5.64
26 H 0.59 5.95 -4.56
27 H 2.82 1.45 -4.83
28 H 1.51 1.42 -5.88
29 H 1.98 0.19 -4.66
30 N -1.02 -0.40 0.42
31 O -0.35 -1.09 1.20
32 O -2.21 -0.64 -0.03
33 O -0.44 0.49 -0.30
34 C -2.73 -4.31 3.80
35 C -2.57 -4.62 5.36
36 C -1.93 -3.49 6.25
37 C -1.51 -2.17 5.58
38 C -2.01 -1.86 4.18
39 C -2.50 -3.01 3.30
40 N -0.75 -1.21 6.34
41 O -0.70 -0.03 5.95
42 O -0.24 -1.62 7.38
43 H -3.27 -5.06 3.11
44 H -3.07 -5.56 5.53
45 H -1.86 -3.49 7.27
46 H -1.62 -0.91 3.79
47 H -2.85 -3.03 2.26
48 C -3.23 -4.05 -0.14
49 C -1.76 -4.26 -0.42
50 C -1.12 -5.60 0.10
51 C -2.07 -6.67 0.75
52 C -3.65 -6.38 1.02
53 C -4.05 -4.97 0.49
54 N -1.41 -7.77 1.22
55 O -0.57 -8.30 0.46
56 O -1.80 -8.27 2.29
57 H -3.48 -3.20 -0.24
58 H -1.20 -3.65 -0.79
59 H -0.06 -5.96 0.11
60 H -4.17 -7.03 1.65
61 H -4.95 -4.51 0.56
62 C 3.82 0.92 0.55
63 C 2.53 1.25 1.31
64 C 2.18 2.75 1.56
65 C 3.16 3.76 1.10
66 C 4.20 3.44 0.14
67 C 4.62 1.91 -0.03
68 N 2.79 5.18 1.31
69 O 2.35 5.55 2.46
70 O 3.06 6.09 0.58
71 H 4.08 -0.05 0.26
72 H 1.83 0.50 1.63
73 H 1.27 2.92 2.19
74 H 4.61 4.29 -0.12
75 H 5.40 1.56 -0.65
76 C -1.43 3.26 0.99
77 O -1.22 4.37 0.44
78 N -1.19 3.06 2.29
79 C -1.22 1.75 2.95
80 C -0.71 4.21 3.11
81 H -1.72 2.30 0.53
82 H -2.09 0.97 2.64
83 H -1.38 1.67 4.15
84 H -0.38 1.23 2.90
85 H -1.55 4.62 3.47
86 H -0.04 4.89 2.51
87 H -0.32 3.95 3.88
88 C 1.17 -2.23 -1.95
89 O 0.45 -2.17 -2.97
90 N 1.95 -3.24 -1.50
91 C 2.91 -2.95 -0.41
92 C 1.90 -4.54 -2.19
93 H 1.22 -1.33 -1.25
94 H 2.56 -2.57 0.58
95 H 3.51 -2.08 -0.66
96 H 3.43 -3.91 -0.09
97 H 1.94 -5.29 -1.48
98 H 2.52 -4.62 -3.05
99 H 0.87 -4.77 -2.50

Entry 2:
Formula: C33H48AgCl2N8OS2
Source: OMol25
Level of theory: ωB97M-V with the def2-TZVPD basis set

Values from the calculation:
Energy above the lowest of the compared OMol25 structures with the same formula, charge and spin (kcal per mole): 6.67
Charge: -1
Strongest force on any atom (hartree/bohr): 0.013
Gap between HOMO and LUMO (eV): 4.5349

CARTESIAN COORDINATES (ANGSTROEM)
1 Ag -1.37 0.00 0.94
2 C -0.43 -4.07 -3.08
3 N 0.03 -2.96 -2.26
4 C 1.44 -3.03 -1.95
5 C -0.85 -2.34 -1.38
6 N -0.56 -2.08 -0.14
7 C 0.08 -3.08 0.58
8 C -0.32 -4.39 0.36
9 C 0.33 -5.50 0.92
10 C 1.38 -5.30 1.76
11 C 1.76 -3.98 2.13
12 C 2.79 -3.85 3.09
13 C 3.10 -2.62 3.59
14 C 2.43 -1.49 3.11
15 C 1.48 -1.54 2.10
16 N 0.85 -0.35 1.75
17 C 1.50 0.77 1.91
18 N 0.93 1.82 2.55
19 C 1.19 3.20 2.21
20 C -0.29 1.62 3.32
21 N 2.80 0.98 1.46
22 C 3.77 1.65 2.30
23 C 3.38 0.06 0.51
24 C 1.10 -2.84 1.57
25 N -2.03 -1.95 -1.92
26 C -2.22 -1.72 -3.34
27 C -3.22 -1.80 -1.09
28 H 0.01 -5.01 -2.71
29 H -0.15 -3.95 -4.13
30 H -1.51 -4.17 -3.01
31 H 1.71 -3.96 -1.45
32 H 1.71 -2.21 -1.29
33 H 2.02 -2.94 -2.88
34 H -1.18 -4.55 -0.28
35 H -0.01 -6.50 0.69
36 H 1.91 -6.13 2.20
37 H 3.26 -4.74 3.47
38 H 3.85 -2.51 4.37
39 H 2.63 -0.53 3.57
40 H 1.94 3.26 1.42
41 H 1.54 3.75 3.09
42 H 0.27 3.65 1.84
43 H -0.39 0.59 3.64
44 H -1.18 1.88 2.73
45 H -0.24 2.28 4.20
46 H 3.28 2.15 3.13
47 H 4.33 2.40 1.73
48 H 4.48 0.92 2.70
49 H 2.59 -0.41 -0.06
50 H 3.96 -0.73 1.01
51 H 4.04 0.61 -0.17
52 H -2.79 -2.53 -3.81
53 H -1.27 -1.62 -3.84
54 H -2.79 -0.80 -3.46
55 H -4.01 -2.45 -1.48
56 H -3.57 -0.76 -1.10
57 H -3.00 -2.05 -0.06
58 S -2.76 -1.25 2.79
59 C -4.10 -0.11 2.96
60 C -5.01 -0.35 4.01
61 C -6.10 0.46 4.26
62 C -6.32 1.57 3.46
63 C -5.43 1.84 2.43
64 C -4.32 1.02 2.14
65 S -3.34 1.55 0.77
66 H -4.83 -1.22 4.63
67 H -6.77 0.23 5.08
68 H -7.16 2.23 3.63
69 H -5.59 2.70 1.79
70 C 0.35 4.83 -1.03
71 N 1.21 3.88 -1.70
72 C 2.14 4.44 -2.65
73 C 3.08 3.38 -3.18
74 C 2.26 2.17 -3.57
75 N 1.57 1.67 -2.40
76 C 1.17 0.28 -2.40
77 C 0.98 2.53 -1.50
78 O 0.29 2.14 -0.57
79 H -0.15 5.47 -1.77
80 H 0.92 5.48 -0.35
81 H -0.40 4.29 -0.46
82 H 2.70 5.25 -2.16
83 H 1.59 4.91 -3.49
84 H 3.80 3.09 -2.41
85 H 3.64 3.77 -4.04
86 H 2.90 1.37 -3.95
87 H 1.56 2.43 -4.37
88 H 2.05 -0.35 -2.53
89 H 0.46 0.07 -3.21
90 H 0.68 0.05 -1.45
91 Cl -2.34 1.71 -2.42
92 C -2.38 2.53 -3.97
93 Cl -1.51 1.66 -5.27
94 H -1.92 3.50 -3.87
95 H -3.41 2.62 -4.29

Entry 3:
Formula: C33H48As3BrN3O2Ti
Source: OMol25
Level of theory: ωB97M-V with the def2-TZVPD basis set

Values from the calculation:
Energy above the lowest of the compared OMol25 structures with the same formula, charge and spin (kcal per mole): 2.97
Charge: -1
Strongest force on any atom (hartree/bohr): 0.008
Gap between HOMO and LUMO (eV): 6.3377

CARTESIAN COORDINATES (ANGSTROEM)
1 Ti -0.12 0.91 -0.44
2 O 2.78 -2.24 -0.86
3 C 3.15 -2.43 0.43
4 C 4.15 -3.36 0.70
5 C 4.55 -3.60 2.00
6 C 3.96 -2.92 3.05
7 C 2.96 -1.99 2.78
8 C 2.54 -1.74 1.48
9 C 1.47 -0.69 1.25
10 O 0.95 -0.73 -0.06
11 N 2.04 0.61 1.57
12 N 1.16 1.60 1.03
13 C 1.42 2.86 1.52
14 C 0.58 3.87 1.55
15 Br -0.48 3.08 -1.79
16 C -0.27 4.86 1.54
17 C -1.16 5.22 2.67
18 C -1.17 4.48 3.86
19 C -2.02 4.82 4.89
20 C -2.88 5.91 4.78
21 C -2.88 6.65 3.60
22 C -2.02 6.30 2.56
23 H 1.97 -1.64 -0.80
24 H 4.60 -3.89 -0.14
25 H 5.33 -4.33 2.19
26 H 4.27 -3.10 4.07
27 H 2.49 -1.44 3.58
28 H 0.64 -0.86 1.95
29 H 2.93 0.65 1.05
30 H 2.42 3.02 1.92
31 H -0.40 5.47 0.64
32 H -0.50 3.64 3.95
33 H -2.02 4.23 5.80
34 H -3.55 6.17 5.59
35 H -3.55 7.49 3.49
36 H -2.03 6.88 1.65
37 C -2.22 -1.79 -2.72
38 As -0.88 -0.38 -2.80
39 C -1.70 0.70 -4.19
40 C 0.54 -1.26 -3.83
41 C 0.26 -2.37 -4.62
42 C 1.27 -3.02 -5.31
43 C 2.57 -2.56 -5.22
44 C 2.86 -1.45 -4.44
45 C 1.86 -0.78 -3.74
46 As 2.24 0.79 -2.62
47 C 4.16 0.55 -2.37
48 C 2.31 2.11 -4.07
49 H -2.67 -1.98 -3.69
50 H -2.98 -1.46 -2.02
51 H -1.76 -2.70 -2.33
52 H -1.86 0.11 -5.09
53 H -1.06 1.56 -4.40
54 H -2.64 1.08 -3.80
55 H -0.75 -2.74 -4.68
56 H 1.04 -3.89 -5.91
57 H 3.37 -3.07 -5.75
58 H 3.88 -1.11 -4.37
59 H 4.72 0.58 -3.31
60 H 4.33 -0.40 -1.87
61 H 4.52 1.36 -1.73
62 H 2.97 1.79 -4.87
63 H 2.66 3.06 -3.65
64 H 1.30 2.27 -4.45
65 C -3.80 -0.09 0.91
66 C -2.78 1.04 1.11
67 C -3.38 2.37 0.62
68 C -2.41 1.16 2.59
69 N -1.59 0.75 0.36
70 H -4.70 0.09 1.51
71 H -3.35 -1.04 1.21
72 H -4.09 -0.15 -0.14
73 H -4.30 2.60 1.15
74 H -3.58 2.31 -0.45
75 H -2.66 3.17 0.79
76 H -3.27 1.47 3.19
77 H -1.61 1.90 2.70
78 H -2.04 0.21 2.96
79 C 0.24 -4.57 0.55
80 As -1.32 -3.38 0.59
81 C -1.33 -3.05 2.53
82 C -2.64 -4.84 0.58
83 H 0.10 -5.41 1.24
84 H 1.13 -4.02 0.85
85 H 0.40 -4.95 -0.46
86 H -2.20 -3.51 2.99
87 H -1.36 -1.97 2.72
88 H -0.42 -3.46 2.99
89 H -2.43 -5.58 1.36
90 H -2.62 -5.34 -0.39
91 H -3.64 -4.43 0.74

Entry 4:
Formula: C33H48BN7O5S3V
Source: OMol25
Level of theory: ωB97M-V with the def2-TZVPD basis set

Values from the calculation:
Energy above the lowest of the compared OMol25 structures with the same formula, charge and spin (kcal per mole): 21.86
Charge: 0
Strongest force on any atom (hartree/bohr): 0.033
Gap between HOMO and LUMO (alpha / beta) (eV): 6.8555 / 6.8985
2S+1: 2

CARTESIAN COORDINATES (ANGSTROEM)
1 V -1.23 0.91 -2.24
2 O -4.39 2.50 -0.74
3 C -4.87 2.73 -2.05
4 C -3.85 3.36 -2.98
5 N -2.80 2.47 -3.48
6 C -3.35 1.26 -4.09
7 C -3.62 0.16 -3.06
8 O -4.35 -0.76 -3.27
9 O -2.92 0.34 -1.89
10 C -1.88 3.22 -4.34
11 C -0.42 2.79 -4.26
12 O 0.42 3.28 -4.96
13 O -0.17 1.87 -3.32
14 H -3.76 1.77 -0.79
15 H -5.69 3.45 -1.95
16 H -5.31 1.82 -2.48
17 H -3.36 4.17 -2.43
18 H -4.40 3.80 -3.83
19 H -2.64 0.86 -4.81
20 H -4.29 1.44 -4.62
21 H -1.89 4.26 -4.02
22 H -2.18 3.21 -5.40
23 C -2.14 3.32 2.19
24 C -1.62 1.93 2.01
25 C -1.62 1.01 3.01
26 C -1.12 -0.29 2.78
27 N -0.66 -0.63 1.61
28 N -0.67 0.25 0.62
29 B 0.01 -0.14 -0.78
30 N 0.01 -1.69 -1.04
31 N 0.69 -2.43 -0.15
32 C 0.87 -3.70 -0.39
33 C 0.30 -4.31 -1.53
34 C -0.36 -3.57 -2.45
35 C -0.96 -4.16 -3.68
36 C -0.43 -2.16 -2.22
37 S -0.92 -1.15 -3.51
38 C 1.72 -4.46 0.62
39 C 2.24 -5.78 0.03
40 C 0.86 -4.77 1.85
41 C 2.92 -3.60 1.03
42 N 1.47 0.43 -0.70
43 N 1.73 1.11 0.45
44 C 2.68 1.98 0.48
45 C 3.40 2.30 -0.72
46 C 3.23 1.55 -1.82
47 C 3.89 1.88 -3.12
48 C 2.34 0.40 -1.75
49 S 2.36 -0.84 -2.84
50 C 2.92 2.66 1.83
51 C 1.65 3.40 2.24
52 C 4.08 3.65 1.76
53 C 3.24 1.58 2.87
54 C -1.12 1.51 0.75
55 S -1.09 2.58 -0.61
56 C -1.06 -1.38 3.85
57 C -1.69 -0.92 5.16
58 C -1.80 -2.62 3.34
59 C 0.42 -1.71 4.10
60 H -2.50 3.47 3.20
61 H -2.95 3.51 1.48
62 H -1.35 4.06 1.98
63 H -2.00 1.28 3.98
64 H 0.38 -5.38 -1.67
65 H -0.92 -5.25 -3.64
66 H -0.42 -3.82 -4.57
67 H -2.00 -3.85 -3.80
68 H 1.44 -6.49 -0.16
69 H 2.92 -6.24 0.75
70 H 2.79 -5.61 -0.89
71 H 0.01 -5.40 1.58
72 H 0.48 -3.86 2.29
73 H 1.45 -5.30 2.60
74 H 3.56 -3.39 0.17
75 H 3.50 -4.12 1.79
76 H 2.59 -2.64 1.43
77 H 4.06 3.16 -0.74
78 H 4.62 2.68 -2.99
79 H 3.14 2.20 -3.85
80 H 4.39 1.00 -3.54
81 H 1.41 4.20 1.52
82 H 1.78 3.86 3.22
83 H 0.81 2.71 2.28
84 H 3.87 4.49 1.10
85 H 5.00 3.17 1.42
86 H 4.27 4.05 2.75
87 H 2.44 0.85 2.92
88 H 3.38 2.04 3.85
89 H 4.16 1.05 2.60
90 H -2.75 -0.68 5.05
91 H -1.18 -0.05 5.58
92 H -1.62 -1.73 5.89
93 H -2.88 -2.43 3.29
94 H -1.63 -3.46 4.01
95 H -1.46 -2.89 2.34
96 H 0.92 -0.87 4.59
97 H 0.94 -1.90 3.17
98 H 0.50 -2.58 4.75

Entry 5:
Formula: C33H48BrN3P2SeV
Source: OMol25
Level of theory: ωB97M-V with the def2-TZVPD basis set

Values from the calculation:
Charge: +2
Strongest force on any atom (hartree/bohr): 0.067
Gap between HOMO and LUMO (alpha / beta) (eV): 4.3579 / 4.2810
2S+1: 4

CARTESIAN COORDINATES (ANGSTROEM)
1 N 3.73 0.47 -9.69
2 C 4.38 -0.38 -8.89
3 C 4.07 -0.50 -7.52
4 C 2.99 0.23 -6.94
5 C 2.34 1.12 -7.83
6 C 2.77 1.23 -9.17
7 C 2.62 0.04 -5.53
8 V 1.07 0.30 -1.06
9 P -4.62 -1.94 1.90
10 C 1.50 0.54 -4.91
11 C 1.02 0.10 -3.64
12 C -0.34 0.10 -3.31
13 C -0.85 -0.78 -2.35
14 C 0.03 -1.49 -1.53
15 C 1.39 -1.63 -1.95
16 C 1.91 -0.57 -2.74
17 Br -0.39 -1.84 0.39
18 H 3.29 -0.65 -5.01
19 H 0.86 1.19 -5.51
20 H 4.66 -1.20 -6.93
21 H 1.51 1.73 -7.50
22 H 5.15 -1.00 -9.35
23 H 2.28 1.94 -9.86
24 H -1.01 0.71 -3.93
25 H 2.98 -0.40 -2.85
26 H -1.93 -0.97 -2.31
27 H 2.01 -2.47 -1.61
28 P -0.35 2.06 0.05
29 C -3.79 -3.34 1.07
30 C -4.79 -4.49 0.86
31 H -2.98 -3.66 1.74
32 H -3.35 -2.99 0.14
33 H -4.26 -5.41 0.59
34 H -5.36 -4.70 1.77
35 H -5.50 -4.26 0.06
36 C -5.12 -0.74 0.63
37 C -6.52 -0.20 0.98
38 H -5.13 -1.24 -0.34
39 H -4.38 0.07 0.59
40 H -6.98 0.29 0.11
41 H -7.18 -1.01 1.29
42 H -6.47 0.53 1.79
43 C -3.37 -1.07 2.93
44 C -3.57 -1.40 4.42
45 H -3.54 0.00 2.75
46 H -2.36 -1.33 2.56
47 H -3.05 -0.65 5.03
48 H -4.63 -1.38 4.69
49 H -3.16 -2.39 4.68
50 C -0.12 2.72 1.75
51 C 0.20 4.21 1.88
52 H 0.67 2.10 2.21
53 H -1.05 2.49 2.29
54 H 1.25 4.43 1.66
55 H -0.42 4.84 1.23
56 H 0.01 4.54 2.91
57 C -2.17 2.17 -0.12
58 C -2.71 2.68 -1.45
59 H -2.52 2.79 0.72
60 H -2.51 1.14 0.09
61 H -2.38 3.71 -1.66
62 H -2.43 2.02 -2.28
63 H -3.81 2.69 -1.38
64 C 0.43 3.30 -1.06
65 C 1.95 3.39 -0.86
66 H -0.08 4.26 -0.90
67 H 0.19 2.99 -2.10
68 H 2.48 2.98 -1.73
69 H 2.24 4.45 -0.74
70 H 2.29 2.84 0.04
71 C 4.61 0.58 3.61
72 N 3.53 -0.37 3.76
73 C 2.57 -0.61 2.82
74 Se 2.63 0.15 1.05
75 N 1.72 -1.53 3.42
76 C 2.19 -1.89 4.71
77 C 1.78 -2.80 5.69
78 C 2.58 -2.92 6.84
79 C 3.74 -2.14 7.02
80 C 4.15 -1.24 6.03
81 C 3.34 -1.14 4.90
82 H 5.13 0.62 4.56
83 H 4.21 1.57 3.36
84 H 5.32 0.26 2.83
85 H 0.88 -1.90 2.97
86 H 0.87 -3.39 5.55
87 H 2.32 -3.63 7.62
88 H 4.32 -2.24 7.93
89 H 5.05 -0.64 6.11

| no. | energy (eV) |
| --- | --- |
| 1 | -69950.80743 |
| 2 | -99685.66141 |
| 3 | -319241.57536 |
| 4 | -114541.74476 |
| 5 | -219107.67623 |